1.
Molecular formula: C15H21N5O2
Method: DFT, ωB97M-V/def2-TZVPD

Geometry as XYZ:
```
43
Properties=species:S:1:pos:R:3:forces:R:3:lowdin_charge:R:1
C 5.39012 2.50851 3.81829 0.04 0.10 0.22 -0.087
O 5.17015 1.91262 2.56210 -0.09 -0.18 -0.28 -0.081
C 4.26663 0.90182 2.46967 -0.09 -0.11 0.00 -0.269
C 3.52642 0.38899 3.52875 0.27 0.32 0.08 -0.022
C 2.63466 -0.64782 3.30457 -0.08 -0.14 -0.17 -0.068
C 2.47137 -1.18384 2.04319 -0.02 -0.04 0.08 -0.046
C 3.20848 -0.67417 0.97860 0.10 0.09 0.07 -0.216
C 3.00632 -1.24304 -0.40414 0.49 -0.11 0.23 -0.083
N 1.63445 -1.09496 -0.81384 -0.67 0.71 -0.35 -0.135
C 0.94411 0.04362 -1.01753 -0.65 -0.18 -0.20 0.040
C -0.32732 -0.38314 -1.35385 1.02 0.25 0.29 -0.185
C -1.52621 0.40877 -1.69589 -0.17 -0.13 -0.12 -0.467
O -1.54413 1.62494 -1.67627 0.13 0.20 0.07 0.063
N -2.57052 -0.37107 -2.04569 -0.12 -0.35 -0.01 0.061
C -3.87665 0.14365 -2.36650 -0.23 0.15 0.11 -0.160
C -4.90042 -0.23934 -1.29031 0.13 0.22 -0.15 -0.207
N -6.16891 0.43997 -1.47992 0.06 -0.05 0.04 -0.286
C -6.96393 0.42647 -0.26943 0.04 0.03 -0.04 -0.115
C -6.92009 -0.09453 -2.59616 0.06 0.08 0.00 -0.109
N -0.31983 -1.73892 -1.32476 -0.58 0.18 -0.14 0.054
N 0.84541 -2.14648 -1.00086 0.62 -1.15 0.18 0.041
C 4.09397 0.36370 1.19260 0.03 0.00 0.06 0.039
H 4.47743 2.96820 4.21031 0.03 -0.03 -0.01 0.096
H 5.77520 1.78502 4.54395 -0.03 0.03 -0.03 0.096
H 6.13802 3.28153 3.64978 -0.06 -0.05 0.06 0.093
H 3.63317 0.78517 4.52580 0.04 0.07 0.08 0.102
H 2.06320 -1.03937 4.13262 -0.04 -0.03 0.07 0.108
H 1.77538 -1.99200 1.87583 -0.10 -0.09 -0.01 0.113
H 3.21468 -2.31665 -0.41591 -0.03 0.16 -0.08 0.134
H 3.65775 -0.74047 -1.12495 -0.09 -0.12 0.05 0.131
H 1.36612 1.01993 -0.91844 0.11 0.24 0.05 0.137
H -2.43759 -1.37034 -1.98345 0.09 0.07 -0.02 0.124
H -4.17942 -0.23833 -3.34575 0.01 0.11 0.04 0.114
H -3.79351 1.23144 -2.41408 -0.07 -0.13 -0.06 0.127
H -4.49437 0.07125 -0.32429 0.01 -0.06 -0.04 0.122
H -5.02110 -1.33940 -1.27128 -0.01 0.03 0.08 0.124
H -6.40578 0.90629 0.53279 -0.03 0.00 0.07 0.082
H -7.87771 0.99345 -0.44062 -0.06 0.00 0.06 0.081
H -7.23892 -0.59127 0.05124 -0.02 -0.03 0.01 0.087
H -6.35072 0.02684 -3.51451 -0.05 -0.04 -0.10 0.074
H -7.84922 0.46408 -2.69618 -0.05 -0.02 -0.07 0.083
H -7.16512 -1.16193 -2.46931 -0.01 -0.04 0.00 0.089
H 4.67505 0.77941 0.38384 0.07 0.06 -0.13 0.125
```
Positions in Å, forces in eV/Å.

Computed properties:
energy above the lowest of the compared OMol25 structures with the same formula, charge and spin	52.94	kcal per mole
total energy	-27440.434	eV
SMILES	COc1cccc(Cn2cc(C(=O)NCCN(C)C)nn2)c1
HOMO level	-8.561	eV
spin multiplicity	1

---

2.
Molecular formula: C40H31InN4O2P2
Method: DFT, ωB97M-V/def2-TZVPD

Geometry as XYZ:
```
80
Properties=species:S:1:pos:R:3:forces:R:3:lowdin_charge:R:1
In 13.43145 10.08982 17.24815 -0.41 0.85 1.39 1.049
O 13.80187 9.44119 24.42482 3.90 3.35 -0.31 0.116
C 14.73975 10.21956 24.34609 -0.89 -1.33 0.02 -0.351
O 15.71175 10.90218 24.27979 -2.97 -2.00 0.30 0.171
C 13.54048 11.50976 21.98124 -1.08 0.42 3.60 -0.034
C 14.13135 12.24925 21.06411 3.27 2.24 -4.43 -0.058
C 14.23364 11.73518 19.68104 -0.76 1.68 2.17 -0.179
N 13.22114 10.90344 19.31824 2.64 -2.60 -0.88 0.016
C 12.98194 9.95162 20.29233 -2.13 0.59 1.32 -0.205
C 12.88633 10.38274 21.63639 -0.78 -2.16 -3.21 -0.055
C 12.90303 8.54323 19.90799 -0.36 -1.11 -1.12 -0.147
C 12.79643 7.48128 20.85841 0.15 1.13 -0.89 0.041
C 12.92958 6.16930 20.43537 -0.49 0.40 0.24 -0.008
C 12.84213 5.91290 19.06559 0.39 -0.06 -0.73 -0.020
C 12.87534 6.97704 18.14263 -0.54 -0.94 0.75 -0.104
N 13.02432 8.25893 18.54720 -0.50 -0.08 0.87 -0.025
C 15.39753 11.84655 18.77464 -0.17 0.86 -1.26 -0.168
C 16.39284 12.77254 19.06552 0.54 0.15 0.49 0.018
C 17.38402 13.04935 18.13342 1.18 0.54 -1.02 0.007
C 17.32142 12.43260 16.85988 -1.26 -0.62 2.05 -0.009
C 16.28923 11.50676 16.62099 2.05 1.01 -0.61 -0.124
N 15.42843 11.15077 17.56796 -1.72 0.64 0.57 -0.003
H 14.68228 13.18528 21.36041 -0.21 -1.05 -0.51 0.116
H 12.30296 9.77544 22.27820 0.08 -0.65 1.08 0.089
H 12.58705 7.71208 21.89952 0.47 0.02 -0.18 0.127
H 12.99456 5.39824 21.21674 -0.19 0.14 -0.72 0.141
H 12.75635 4.87039 18.72148 0.10 0.73 -0.01 0.131
H 12.64284 6.77925 17.08590 0.61 0.21 0.44 0.127
H 16.42586 13.25395 20.05611 -0.20 -0.28 -0.69 0.135
H 18.22216 13.79402 18.34467 -1.34 -1.18 -0.16 0.156
H 18.07911 12.50244 16.12720 0.59 0.56 -0.65 0.106
H 16.33022 11.14247 15.57295 -0.80 -0.60 1.04 0.139
N 12.36699 11.63734 13.75670 -0.54 2.16 1.45 -0.392
P 12.83330 10.53828 12.50869 2.24 -0.70 0.58 0.947
C 12.57130 11.59241 11.06814 -1.26 -0.02 -1.54 -0.366
C 11.94495 10.95929 9.92289 1.29 1.08 1.50 -0.070
C 11.67385 11.73606 8.80283 0.11 0.01 0.67 -0.051
C 12.00574 13.10898 8.74035 0.46 -0.92 0.32 -0.052
C 12.62918 13.69023 9.82603 -0.16 0.37 0.68 -0.081
C 12.88060 12.95749 10.98825 -0.16 -0.75 0.42 -0.111
C 11.54850 9.31845 12.40382 0.49 -0.05 -0.50 -0.478
C 11.93443 7.97171 12.25498 0.18 0.10 0.62 -0.114
C 10.95896 6.98421 12.18888 -1.25 1.03 0.38 -0.058
C 9.58249 7.37172 12.33392 2.53 1.02 -0.50 -0.042
C 9.24322 8.74434 12.27628 -0.91 -0.06 -0.57 -0.060
C 10.24972 9.73860 12.28808 -2.27 -0.25 0.26 -0.122
P 12.05556 11.72821 15.48209 0.56 0.03 -3.36 0.943
C 10.24042 11.75347 15.47589 0.44 1.07 0.06 -0.378
C 9.57395 12.78423 14.75585 0.15 -1.07 0.03 -0.084
C 8.19378 12.81169 14.61924 -0.46 1.11 0.66 -0.042
C 7.44579 11.76415 15.18992 0.29 -0.35 0.42 -0.031
C 8.13220 10.77319 15.88634 0.27 0.21 -0.50 -0.060
C 9.51784 10.76784 16.07012 -0.85 -1.13 -0.22 -0.106
C 12.69008 13.37032 15.85688 -0.21 1.76 0.81 -0.370
C 13.77649 13.98729 15.16297 0.03 -0.89 0.60 -0.081
C 14.12556 15.29724 15.47968 -0.21 -0.37 -0.67 -0.066
C 13.41588 16.01066 16.42006 1.42 1.95 0.31 -0.075
C 12.38799 15.46623 17.12159 -1.48 -0.74 1.21 -0.061
C 12.00052 14.15383 16.84547 0.80 -0.71 -0.65 -0.064
H 12.19482 12.58992 13.31343 0.13 -1.37 1.05 0.058
H 11.77083 9.87698 10.01912 -0.27 0.73 -0.59 0.107
H 11.13982 11.22028 8.03992 -0.15 0.06 -0.90 0.102
H 11.89576 13.71473 7.85587 -0.44 -0.17 -0.20 0.111
H 12.84434 14.76126 9.84663 0.07 -0.37 -0.23 0.115
H 13.28851 13.44862 11.87404 0.14 0.10 -0.33 0.086
H 13.01398 7.73031 12.31194 -0.76 0.09 -0.31 0.103
H 11.21159 5.94454 12.03094 0.02 -0.02 0.25 0.106
H 8.92541 6.55758 12.49425 -1.14 -0.27 -0.31 0.092
H 8.17291 9.04783 12.06507 1.31 -0.44 0.77 0.128
H 9.95113 10.83055 12.25270 0.52 -1.44 0.01 0.133
H 10.14584 13.44146 14.14510 0.44 0.88 0.06 0.099
H 7.74209 13.77464 14.23137 0.37 -1.65 -0.01 0.144
H 6.35757 11.61634 15.12978 0.58 0.60 -0.22 0.128
H 7.60952 9.91342 16.20820 -0.67 -0.63 0.51 0.101
H 9.97782 9.85532 16.47081 -0.09 0.56 0.24 0.105
H 14.41842 13.39497 14.49299 -0.58 0.36 0.06 0.109
H 14.90448 15.84497 14.96594 0.22 -0.44 -0.12 0.118
H 13.80645 17.03300 16.65401 -0.71 -0.92 -0.21 0.141
H 11.86285 16.01326 17.93559 0.48 -0.38 -0.83 0.137
H 11.20799 13.70605 17.43112 -0.16 -0.01 -0.11 0.111
```
Positions in Å, forces in eV/Å.

Computed properties:
total energy	-75770.440	eV
total charge	+2
HOMO level (alpha / beta)	-11.442 / -11.443	eV
spin multiplicity	1

---

The max |F| results, record by record, are as follows: 1.3, 5.9 eV Å⁻¹.